(1)
The following is a DFT calculation (ωB97M-V/def2-TZVPD) of C12H18As2CaF12NO12 as an isolated structure at a distorted geometry.

Last column: Löwdin charge in e.
Cartesian coordinates (Å):
Ca (-0.438, -0.408, 0.059)  1.555
As (-0.150, -1.681, -3.791)  0.893
F (-0.947, -0.103, -4.249)  -0.282
F (-1.643, -2.570, -3.453)  -0.266
F (0.644, -3.130, -3.287)  -0.258
F (1.477, -0.943, -4.146)  -0.289
F (-0.146, -1.130, -2.092)  -0.365
F (-0.241, -2.329, -5.454)  -0.289
As (0.787, 1.036, 3.741)  0.959
F (0.304, 2.698, 3.244)  -0.276
F (1.136, 1.646, 5.390)  -0.292
F (1.381, -0.596, 4.095)  -0.275
F (0.287, 0.391, 2.074)  -0.399
F (2.463, 1.326, 3.170)  -0.284
F (-0.876, 0.609, 4.376)  -0.285
N (-2.320, -2.444, 1.101)  -0.692
O (-1.308, -2.537, 0.449)  -0.155
O (-2.626, -3.171, 1.955)  0.082
O (-2.909, -1.407, 0.799)  -0.069
C (1.087, 2.521, -5.433)  -0.018
C (1.542, 2.608, -3.995)  -0.321
C (1.232, 3.896, -3.235)  -0.092
O (0.796, 3.400, -2.010)  0.093
C (0.654, 2.063, -2.022)  -0.513
O (0.508, 1.444, -1.001)  0.038
O (0.823, 1.642, -3.257)  0.077
H (1.377, 3.367, -6.056)  0.088
H (0.001, 2.428, -5.427)  0.092
H (1.414, 1.545, -5.791)  0.090
H (2.589, 2.306, -4.015)  0.158
H (0.510, 4.474, -3.812)  0.139
H (2.209, 4.359, -3.097)  0.139
C (1.675, -6.019, -0.332)  -0.007
C (2.081, -5.128, 0.862)  -0.335
C (3.424, -4.544, 0.960)  -0.110
O (3.387, -3.187, 0.645)  0.165
C (2.143, -2.902, 0.680)  -0.544
O (1.678, -1.789, 0.459)  0.057
O (1.320, -3.965, 0.795)  0.113
H (1.923, -5.480, -1.246)  0.088
H (0.613, -6.133, -0.545)  0.092
H (2.076, -7.030, -0.264)  0.082
H (1.778, -5.754, 1.702)  0.152
H (3.933, -4.927, 0.075)  0.140
H (3.969, -4.869, 1.847)  0.146
C (-3.144, 2.973, 4.750)  -0.001
C (-3.600, 3.054, 3.246)  -0.269
C (-3.023, 4.125, 2.423)  -0.179
O (-2.357, 3.664, 1.294)  0.056
C (-2.544, 2.253, 1.260)  -0.429
O (-2.266, 1.471, 0.374)  0.080
O (-2.992, 1.913, 2.504)  0.066
H (-2.061, 2.864, 4.692)  0.067
H (-3.645, 2.038, 5.002)  0.087
H (-3.390, 3.782, 5.438)  0.082
H (-4.684, 2.940, 3.253)  0.143
H (-2.115, 4.448, 2.933)  0.137
H (-3.795, 4.892, 2.365)  0.139

Forces on the atoms, in the same order (eV/Å):
Ca -0.6 -0.8 0.4
As -0.3 -0.3 -1.8
F 0.7 -2.2 0.5
F 0.5 1.4 -0.2
F 0.6 0.2 0.1
F -1.9 -0.6 0.5
F 0.2 0.2 -0.6
F 0.2 1.1 1.1
As 0.2 -0.3 1.1
F 0.2 -1.9 0.3
F -0.1 -0.6 -1.7
F -0.9 1.1 0.0
F 0.2 0.8 1.2
F -1.8 0.2 0.3
F 2.1 0.7 -1.3
N -0.3 3.5 -1.4
O 5.3 -2.5 -2.1
O -1.6 -3.2 3.0
O -3.0 2.5 0.4
C -0.8 -0.6 0.3
C 0.0 0.0 -1.4
C 1.5 -1.0 -1.3
O -0.7 0.7 1.7
C 0.9 1.1 0.0
O -0.5 -0.1 -0.6
O -0.2 -1.5 0.7
H 0.3 -0.2 0.1
H -0.2 0.3 -0.1
H 0.3 0.3 -0.5
H 0.2 0.2 0.6
H -0.2 0.3 0.6
H -0.4 0.8 0.1
C 0.4 0.7 -0.9
C -2.7 -2.0 -0.2
C 3.5 -3.2 -1.9
O 1.2 0.0 1.4
C -5.0 3.3 -1.6
O 0.8 -1.0 0.5
O -0.4 1.6 0.6
H 0.8 -0.3 -0.3
H -0.3 0.2 1.1
H 0.4 0.2 -0.2
H 0.2 0.6 0.7
H 0.8 -0.6 0.3
H 0.0 0.9 0.2
C 0.1 -0.8 -2.1
C 1.0 -1.8 0.6
C 1.5 2.4 2.1
O -1.6 -3.2 -2.9
C 0.3 0.7 1.5
O 0.0 1.8 1.4
O -0.7 -0.6 -0.5
H 0.0 -0.3 0.4
H 0.5 0.0 0.9
H -0.4 0.1 -0.5
H 0.0 0.0 -0.7
H -0.6 1.1 0.9
H 0.5 0.4 -1.1

Calculated values
Net charge: -1
Gap between HOMO and LUMO (eV): 8.33
Electronic energy (eV): -211530.6589
E_LUMO (eV): 2.347
HOMO (eV): -5.98



(2)
The following is a DFT calculation (ωB97M-V/def2-TZVPD) of a 2-piece molecular cluster, C3H9NS overall.

Last column: Löwdin charge in e.
Cartesian coordinates (Å):
S (-2.691, -1.599, 0.901)  -0.065
H (-1.929, -2.583, 1.406)  -0.404
C (0.912, -1.131, -0.671)  -0.073
C (0.031, -0.144, 0.047)  -0.294
C (0.203, 2.254, 0.323)  0.127
N (0.218, 1.219, -0.424)  0.020
H (0.851, -1.030, -1.756)  0.078
H (1.963, -1.039, -0.392)  0.076
H (0.575, -2.130, -0.402)  0.082
H (-1.053, -0.416, -0.010)  -0.048
H (0.222, -0.123, 1.117)  0.115
H (0.332, 3.238, -0.104)  0.102
H (0.108, 2.125, 1.393)  0.112
H (0.258, 1.360, -1.429)  0.172

Forces on the atoms, in the same order (eV/Å):
S 0.1 0.2 -0.1
H 0.1 0.0 0.0
C 0.2 -0.1 -0.1
C 0.3 0.3 0.1
C 0.2 0.1 0.1
N -0.1 -0.1 0.2
H -0.1 0.0 0.0
H 0.0 0.1 0.0
H -0.1 0.0 -0.1
H -0.3 -0.3 0.0
H 0.0 -0.1 0.1
H -0.2 0.0 -0.1
H 0.0 0.0 0.0
H 0.1 -0.1 0.0

Calculated values
Net charge: 0
Gap between HOMO and LUMO (eV): 4.89
Electronic energy (eV): -15579.3826
E_LUMO (eV): -1.417
HOMO (eV): -6.31



Which formula does entry 2 have?
C3H9NS